# C46H90ClF9NO21PS3

A cluster of 7 separate species, C46H90ClF9NO21PS3 in total (wB97M-V/def2-TZVPD, OMol25).

CARTESIAN COORDINATES (ANGSTROEM)
C (-1.21105, 3.52503, 2.17733)
C (-0.05302, 3.93834, 1.14835)
S (-0.38094, 3.05829, -0.46645)
C (1.16499, 2.17365, -0.92792)
P (1.00183, 0.74381, -2.20401)
C (0.48856, 1.99128, -3.50138)
C (1.26496, 1.96345, -4.90647)
C (0.97067, 3.38982, -5.63416)
C (2.28433, 4.31271, -5.68862)
N (2.11220, 5.67842, -5.11497)
C (2.14308, 5.67247, -3.62671)
C (0.95146, 6.38164, -5.66193)
C (-0.45222, 6.58372, -4.94469)
O (1.06133, 6.83917, -6.83271)
C (2.91623, 0.52825, -1.96412)
C (3.30448, -0.29966, -0.65427)
C (4.22116, 0.63352, 0.32121)
C (3.57099, 0.84007, 1.77491)
S (4.09814, 2.55152, 2.34418)
O (5.59841, 2.59014, 2.10963)
O (3.51757, 3.64197, 1.47403)
Cl (3.63634, 2.86999, 4.36462)
C (-0.11519, -0.17862, -0.94923)
C (-1.67760, -0.03810, -1.16624)
C (-2.56871, -0.23730, 0.17020)
F (-2.91940, -1.60816, 0.19848)
F (-1.79046, -0.04616, 1.36275)
C (-3.77950, 0.78521, 0.31528)
F (-3.44508, 2.11573, -0.04326)
F (-4.05532, 0.87566, 1.72508)
S (-5.38465, 0.35500, -0.53580)
F (-5.68308, -0.96575, 0.40911)
F (-6.19636, 1.27827, 0.62629)
F (-5.27922, 1.78164, -1.43487)
F (-4.68021, -0.50966, -1.75354)
F (-6.85258, 0.08232, -1.26263)
C (1.10370, -0.75097, -3.35477)
C (-0.23746, -1.45766, -3.84066)
C (0.23727, -2.61022, -4.89583)
C (-1.30604, -0.58943, -4.62345)
H (-1.21898, 2.38079, 2.22567)
H (-0.89547, 3.88249, 3.21359)
H (-2.25347, 3.84998, 1.86843)
H (-0.08455, 5.06599, 1.00921)
H (0.94374, 3.55072, 1.54595)
H (1.90251, 2.96367, -1.33575)
H (1.65550, 1.82098, 0.05667)
H (0.65939, 3.06617, -3.12085)
H (-0.64233, 1.96516, -3.73182)
H (1.00412, 1.08681, -5.57818)
H (2.38276, 1.84994, -4.64914)
H (0.09777, 3.85148, -5.07107)
H (0.69114, 3.15524, -6.72421)
H (3.11448, 3.81242, -5.06574)
H (2.73097, 4.40698, -6.74230)
H (1.18961, 5.19868, -3.18135)
H (2.19714, 6.74840, -3.23743)
H (3.08384, 5.14763, -3.23668)
H (-1.25404, 5.88989, -5.38938)
H (-0.44785, 6.35878, -3.82301)
H (-0.77802, 7.68251, -5.03117)
H (3.43401, 1.55368, -2.02016)
H (3.34241, -0.05769, -2.85878)
H (2.43419, -0.64213, -0.00947)
H (3.94774, -1.22431, -0.85555)
H (4.41340, 1.66666, -0.10994)
H (5.25681, 0.16149, 0.48356)
H (2.43468, 0.81864, 1.79580)
H (3.95484, 0.09639, 2.54616)
H (0.28105, 0.10680, 0.07380)
H (0.14452, -1.29480, -1.07871)
H (-1.94816, 0.96409, -1.66503)
H (-2.10921, -0.82524, -1.88633)
H (1.78028, -0.63522, -4.28213)
H (1.65841, -1.57629, -2.75775)
H (-0.67035, -2.06971, -2.96480)
H (1.02884, -3.29636, -4.46278)
H (0.60454, -2.05073, -5.83337)
H (-0.72766, -3.14292, -5.20009)
H (-2.08459, -1.29439, -5.09337)
H (-0.88612, 0.03284, -5.47502)
H (-1.92025, 0.12144, -3.95757)
C (-9.24427, -4.04736, 5.11304)
C (-8.76637, -2.99320, 6.09383)
O (-7.45861, -2.51172, 5.75334)
C (-7.40198, -1.68827, 4.69700)
O (-8.33581, -1.32286, 4.02626)
O (-6.11433, -1.36253, 4.49187)
C (-5.90480, -0.56816, 3.32128)
H (-8.51770, -4.86043, 5.04044)
H (-10.20739, -4.45549, 5.42576)
H (-9.35964, -3.63482, 4.10870)
H (-8.68354, -3.43782, 7.08737)
H (-9.47056, -2.15968, 6.16991)
H (-6.52377, 0.33062, 3.33452)
H (-6.10771, -1.16053, 2.43288)
H (-4.85992, -0.26843, 3.30715)
C (-1.85778, -5.22603, -0.44868)
C (-1.10457, -6.54312, -0.47676)
O (-1.58917, -7.40501, -1.51705)
C (-1.23053, -7.06627, -2.76214)
O (-0.54683, -6.12404, -3.07872)
O (-1.79008, -7.94360, -3.61316)
C (-1.56733, -7.61499, -4.98442)
H (-2.93297, -5.40128, -0.36344)
H (-1.52814, -4.61186, 0.39173)
H (-1.70132, -4.65708, -1.36781)
H (-1.26885, -7.07125, 0.46427)
H (-0.02595, -6.39257, -0.57944)
H (-0.50321, -7.49813, -5.19713)
H (-2.11351, -6.70527, -5.24313)
H (-1.95363, -8.43349, -5.59165)
C (2.30101, 3.54218, 8.85395)
C (2.58923, 4.70059, 7.91757)
O (1.40388, 5.12980, 7.23208)
C (0.52726, 5.82290, 7.97034)
O (0.64736, 6.11381, 9.13516)
O (-0.53228, 6.11232, 7.19589)
C (-1.59338, 6.76114, 7.89921)
H (1.82387, 2.72147, 8.31246)
H (3.22293, 3.17967, 9.31274)
H (1.61623, 3.83525, 9.65228)
H (3.29165, 4.37375, 7.14829)
H (3.05173, 5.54180, 8.44171)
H (-1.24127, 7.65963, 8.40858)
H (-2.04686, 6.06815, 8.61117)
H (-2.34795, 7.05022, 7.16795)
C (3.94466, -9.76888, -6.74822)
C (2.78851, -8.83093, -6.45671)
O (2.77988, -7.70967, -7.35300)
C (2.37483, -7.97020, -8.60371)
O (2.02206, -9.04102, -9.03116)
O (2.46142, -6.83167, -9.31419)
C (2.15815, -6.99888, -10.69999)
H (4.89284, -9.22579, -6.72854)
H (3.97971, -10.57614, -6.01420)
H (3.85588, -10.21523, -7.74070)
H (2.90244, -8.42276, -5.45054)
H (1.82601, -9.34971, -6.48855)
H (1.17794, -7.45745, -10.83952)
H (2.93470, -7.59700, -11.18155)
H (2.14720, -6.01035, -11.15877)
C (-3.38658, 3.88281, 13.93885)
C (-2.95710, 4.89880, 14.98046)
O (-1.63647, 5.39450, 14.71909)
C (-1.53377, 6.25806, 13.69927)
O (-2.43697, 6.64841, 13.00082)
O (-0.23896, 6.59266, 13.56636)
C (0.02132, 7.43137, 12.43874)
H (-2.65513, 3.07398, 13.86835)
H (-4.36182, 3.46185, 14.19111)
H (-3.45703, 4.33373, 12.94693)
H (-2.91856, 4.41619, 15.95883)
H (-3.66641, 5.72799, 15.05627)
H (-0.60031, 8.32823, 12.45888)
H (-0.13862, 6.87247, 11.51431)
H (1.06736, 7.73409, 12.48330)
C (4.49906, -4.40020, -6.81786)
C (5.64456, -4.73736, -5.88296)
O (6.59517, -3.66390, -5.80555)
C (6.20694, -2.59717, -5.09497)
O (5.15214, -2.46421, -4.52270)
O (7.18752, -1.67830, -5.15416)
C (6.85160, -0.44343, -4.52115)
H (4.87826, -4.12151, -7.80418)
H (3.82385, -5.25180, -6.92221)
H (3.92043, -3.55032, -6.44953)
H (6.18451, -5.60203, -6.27347)
H (5.28874, -5.00269, -4.88309)
H (6.54171, -0.59885, -3.48625)
H (6.06581, 0.06308, -5.08617)
H (7.74209, 0.18486, -4.52589)

Output
DFT total energy: -6336.13839 Ha
HOMO-LUMO gap: 7.0 eV
lowest unoccupied orbital energy: -1.25 eV
spin multiplicity: 1
SMILES: CCSCP(CCCCN(C)C(C)=O)(CCCCS(=O)(=O)Cl)(CCC(F)(F)C(F)(F)S(F)(F)(F)(F)F)CC(C)C.CCOC(=O)OC.CCOC(=O)OC.CCOC(=O)OC.CCOC(=O)OC.CCOC(=O)OC.CCOC(=O)OC

Mulliken population analysis, charges in e, atoms 1 to 99: number 1, C, carries -0.76; number 2, C, carries 0.10; number 3, S, carries -0.02; number 4, C, carries -0.37; number 5, P, carries 1.90; number 6, C, carries -0.26; number 7, C, carries -0.47; number 8, C, carries -0.31; number 9, C, carries -0.86; number 10, N, carries 0.03; number 11, C, carries -0.66; number 12, C, carries 0.58; number 13, C, carries -0.82; number 14, O, carries -0.59; number 15, C, carries -1.41; number 16, C, carries -0.33; number 17, C, carries -0.90; number 18, C, carries -0.48; number 19, S, carries 1.03; number 20, O, carries -0.55; number 21, O, carries -0.50; number 22, Cl, carries -0.19; number 23, C, carries -1.69; number 24, C, carries -0.77; number 25, C, carries 1.10; number 26, F, carries -0.27; number 27, F, carries -0.34; number 28, C, carries 0.53; number 29, F, carries -0.24; number 30, F, carries -0.20; number 31, S, carries 1.11; number 32, F, carries -0.29; number 33, F, carries -0.34; number 34, F, carries -0.32; number 35, F, carries -0.28; number 36, F, carries -0.30; number 37, C, carries -2.12; number 38, C, carries 1.50; number 39, C, carries -1.42; number 40, C, carries -1.11; number 41, H, carries 0.04; number 42, H, carries 0.39; number 43, H, carries 0.24; number 44, H, carries 0.31; number 45, H, carries -0.17; number 46, H, carries 0.37; number 47, H, carries -0.44; number 48, H, carries -0.34; number 49, H, carries 0.43; number 50, H, carries 0.30; number 51, H, carries 0.05; number 52, H, carries 0.22; number 53, H, carries 0.40; number 54, H, carries 0.38; number 55, H, carries 0.27; number 56, H, carries 0.05; number 57, H, carries 0.31; number 58, H, carries 0.32; number 59, H, carries 0.24; number 60, H, carries 0.23; number 61, H, carries 0.32; number 62, H, carries 0.55; number 63, H, carries 0.32; number 64, H, carries 0.15; number 65, H, carries 0.47; number 66, H, carries 0.42; number 67, H, carries 0.37; number 68, H, carries 0.27; number 69, H, carries 0.46; number 70, H, carries 0.83; number 71, H, carries 0.76; number 72, H, carries 0.27; number 73, H, carries 0.21; number 74, H, carries 0.34; number 75, H, carries 0.53; number 76, H, carries -0.35; number 77, H, carries 0.35; number 78, H, carries 0.31; number 79, H, carries 0.36; number 80, H, carries 0.46; number 81, H, carries 0.17; number 82, H, carries 0.10; number 83, C, carries -1.08; number 84, C, carries -0.16; number 85, O, carries -0.37; number 86, C, carries 0.70; number 87, O, carries -0.56; number 88, O, carries -0.37; number 89, C, carries -0.71; number 90, H, carries 0.29; number 91, H, carries 0.35; number 92, H, carries 0.31; number 93, H, carries 0.28; number 94, H, carries 0.30; number 95, H, carries 0.30; number 96, H, carries 0.26; number 97, H, carries 0.42; number 98, C, carries -0.72; number 99, C, carries -0.38